w | Entry from the Open Molecules 2025 dataset: C3H6N2O in the gas phase (the ωB97M-V functional and the def2-TZVPD basis).

Last column: natural (NBO) charge in e.
Cartesian coordinates (Å):
1 N -0.8133 1.5971 -0.2116  -0.83
2 C -1.0690 0.3794 0.3567  0.82
3 O -2.1343 -0.0021 0.7752  -0.60
4 C 0.3114 -0.9885 -0.9831  -0.40
5 C 1.3839 -0.4208 -0.1387  -0.27
6 N 0.0667 -0.4817 0.5246  -0.50
7 H -1.6664 2.0277 -0.5418  0.40
8 H -0.0844 1.6062 -0.9127  0.40
9 H 0.2864 -2.0790 -0.8864  0.15
10 H 1.7621 0.5889 -0.3124  0.19
11 H 2.1093 -1.0408 0.3957  0.20
12 H -0.0626 -1.1509 1.2779  0.43

Kohn-Sham gap ... 8.93 eV
LUMO energy ... 0.030 Eh

x | Entry from the Open Molecules 2025 dataset: C3H6N2O in the gas phase (the ωB97M-V functional and the def2-TZVPD basis).

Last column: natural (NBO) charge in e.
Cartesian coordinates (Å):
1 C -1.9657 0.2081 -0.1634  0.50
2 C 1.6113 -0.5339 0.1706  -0.25
3 C 1.0103 0.7889 0.1608  -0.28
4 H -1.6911 1.2014 -0.6544  0.12
5 H -0.9700 -1.6207 0.0434  0.40
6 H 2.5646 -0.7243 -0.3322  0.22
7 H 1.4631 -1.1257 0.9943  0.20
8 H 1.3511 1.6307 -0.5023  0.21
9 H 0.3300 1.2053 0.9008  0.21
10 N -0.9368 -0.6074 -0.0947  -0.47
11 N 0.3613 -0.3064 -0.6619  -0.26
12 O -3.1282 -0.1158 0.1389  -0.62

Kohn-Sham gap ... 10.05 eV
LUMO energy ... 0.035 Eh
SMILES ... O=CNN1CC1

y | Entry from the Open Molecules 2025 dataset: a 2-piece molecular cluster, C3H6N2O overall (the ωB97M-V functional and the def2-TZVPD basis).

Last column: natural (NBO) charge in e.
Cartesian coordinates (Å):
1 C -1.1972 0.4522 -0.2069  0.17
2 C 1.3098 0.7270 -1.0557  -0.67
3 C 0.2059 0.6702 0.0205  0.33
4 N -2.2794 0.4262 -0.5266  -0.34
5 N -0.8722 -1.4894 1.0739  -0.72
6 O 0.6526 0.7899 1.2570  -0.64
7 H 2.1670 0.2151 -0.6362  0.24
8 H 1.1326 0.1223 -1.9087  0.23
9 H 1.3794 1.7239 -1.3866  0.24
10 H -0.6187 -2.3769 0.6533  0.32
11 H -1.8726 -1.5398 0.9331  0.32
12 H -0.0072 0.2793 1.7828  0.52

Kohn-Sham gap (spin up / spin down) ... 10.55 / 6.57 eV
LUMO energy (spin up / spin down) ... -0.001 / -0.041 Eh

z | Entry from the Open Molecules 2025 dataset: C3H6N2O in the gas phase (the ωB97M-V functional and the def2-TZVPD basis).

Last column: natural (NBO) charge in e.
Cartesian coordinates (Å):
1 N -1.2612 0.0175 0.2571  -0.85
2 C -0.0660 -0.0527 -0.5981  -0.25
3 C 1.1547 -0.0920 0.3157  -0.30
4 O 0.8001 1.3068 1.2568  -0.75
5 C 0.0138 -1.2807 -1.4151  0.27
6 N 0.0759 -2.2590 -2.0291  -0.31
7 H -2.1122 0.0726 -0.2959  0.38
8 H -1.3085 -0.8253 0.8274  0.38
9 H -0.1323 0.8085 -1.2830  0.21
10 H 1.0175 0.7259 2.0042  0.54
11 H 2.0135 0.3069 -0.2417  0.15
12 H -0.1953 1.2716 1.2018  0.53

Kohn-Sham gap ... 8.87 eV
LUMO energy ... 0.019 Eh

The structure shown above that is least stable: y.